(1)
C35H75NO29P5Zr as an isolated structure, computed with the ωB97M-V functional and the def2-TZVPD basis.

As for the total energy: -146113.0566 eV. The calculation puts the LUMO energy at -3.1 eV.

The geometry in ORCA input format:
```
! wB97M-V def2-TZVPD RIJCOSX def2/J DEFGRID3
* xyz 1 1
Zr 0.107 0.428 0.342
P 0.251 -1.732 -0.984
O 0.934 -1.449 0.386
O 0.744 -0.357 -1.427
O -1.015 -1.070 -0.521
O 0.330 -2.982 -1.904
C 2.365 -5.333 -1.253
C 3.593 -5.853 -0.604
N 4.588 -6.203 -0.119
H 1.501 -5.919 -0.939
H 2.511 -5.335 -2.333
H 2.393 -4.280 -0.975
C 2.327 5.244 1.106
C 1.302 5.375 0.032
O 1.670 4.541 -1.054
P 0.550 3.562 -1.753
O 0.327 2.289 -0.997
O -0.759 4.510 -1.845
C -0.786 5.713 -2.635
C -2.046 6.595 -2.201
O 1.108 3.382 -3.271
C 2.247 2.618 -3.555
C 2.520 2.579 -5.040
H 2.219 5.945 1.934
H 2.429 4.233 1.500
H 3.267 5.360 0.567
H 0.330 5.149 0.471
H 1.365 6.420 -0.269
H 0.130 6.211 -2.317
H -0.783 5.628 -3.722
H -2.367 6.499 -1.164
H -1.851 7.660 -2.329
H -2.830 6.321 -2.907
H 3.080 3.175 -3.126
H 2.278 1.608 -3.146
H 3.395 1.957 -5.231
H 1.665 2.305 -5.658
H 2.580 3.642 -5.274
C 6.064 3.071 -2.345
C 5.205 3.083 -1.070
O 4.257 2.010 -1.071
P 3.740 1.265 0.261
O 2.226 0.953 0.456
O 4.626 -0.054 0.367
C 4.318 -1.258 -0.303
C 5.526 -2.157 -0.105
O 4.292 2.248 1.441
C 4.156 1.923 2.788
C 5.534 1.298 3.293
H 6.582 2.125 -2.506
H 5.415 3.132 -3.219
H 6.781 3.892 -2.360
H 5.881 2.942 -0.226
H 4.726 4.045 -0.888
H 3.520 -1.637 0.336
H 4.074 -1.144 -1.359
H 5.406 -2.936 -0.858
H 6.439 -1.652 -0.420
H 5.577 -2.596 0.892
H 4.106 2.887 3.294
H 3.327 1.306 3.135
H 5.427 0.905 4.304
H 5.866 0.510 2.616
H 6.378 1.985 3.231
C -3.713 5.317 0.964
C -3.039 3.978 0.890
O -3.918 2.938 0.408
P -3.397 1.443 0.586
O -1.989 1.222 0.135
O -3.696 1.103 2.188
C -4.969 1.288 2.855
C -4.951 2.397 3.998
O -4.482 0.618 -0.184
C -4.337 -0.742 -0.192
C -5.675 -1.257 0.323
H -4.541 5.385 1.670
H -3.043 6.152 1.171
H -4.137 5.524 -0.019
H -2.151 3.999 0.259
H -2.603 3.646 1.832
H -5.771 1.607 2.190
H -5.172 0.387 3.435
H -4.289 2.073 4.801
H -4.547 3.340 3.630
H -5.985 2.627 4.258
H -4.148 -1.171 -1.176
H -3.518 -1.139 0.409
H -6.463 -0.762 -0.245
H -5.884 -2.320 0.202
H -5.817 -1.036 1.381
C -4.410 -4.044 2.817
C -3.725 -2.793 3.477
O -2.729 -2.276 2.619
P -1.487 -1.452 3.201
O -0.855 -0.605 2.177
O -2.075 -0.619 4.458
C -1.213 0.165 5.181
C -1.878 1.394 5.855
O -0.600 -2.508 4.002
C 0.270 -3.415 3.349
C 1.293 -4.015 4.365
H -5.368 -4.256 3.292
H -4.720 -3.831 1.794
H -3.773 -4.921 2.700
H -4.400 -1.950 3.625
H -3.341 -3.063 4.460
H -0.739 -0.492 5.911
H -0.296 0.360 4.625
H -2.086 2.250 5.213
H -2.849 1.038 6.201
H -1.285 1.736 6.703
H -0.238 -4.188 2.772
H 0.865 -2.901 2.594
H 1.761 -4.851 3.845
H 1.966 -3.282 4.810
H 0.781 -4.483 5.205
C -2.710 -2.420 -3.553
C -1.710 -3.292 -4.329
O -2.211 -3.307 -5.657
C -3.225 -2.424 -5.788
O -3.879 -2.241 -6.841
O -3.552 -1.882 -4.543
H -2.316 -1.635 -2.907
H -3.365 -2.955 -2.866
H -1.794 -4.289 -3.894
H -0.716 -2.854 -4.239
C 2.167 -2.712 -4.184
C 2.510 -1.241 -4.065
O 3.892 -1.311 -3.925
C 4.344 -2.382 -4.552
O 5.521 -2.655 -4.691
O 3.339 -3.200 -4.905
H 1.168 -2.878 -4.587
H 2.187 -3.213 -3.216
H 1.900 -0.729 -3.321
H 2.162 -0.719 -4.957
C -2.201 -4.025 -0.268
C -1.176 -5.195 -0.183
O -1.960 -6.287 0.160
C -3.243 -5.964 0.102
O -4.178 -6.693 0.422
O -3.407 -4.735 -0.416
H -2.042 -3.482 -1.199
H -2.103 -3.249 0.491
H -0.444 -4.940 0.583
H -0.715 -5.286 -1.166
*
```

=====

(2)
A single C3H3FS molecule, computed with the ωB97M-V functional and the def2-TZVPD basis.

The structure (SMILES) is C=C(F)C=S. As for the total energy: -16710.3318 eV. The calculation puts the LUMO energy at -1.1 eV.

The geometry in ORCA input format:
```
! wB97M-V def2-TZVPD RIJCOSX def2/J DEFGRID3
* xyz 0 1
C -0.146 -0.436 -1.834
C 0.545 -0.465 -0.639
F 1.753 -0.963 -0.603
C 0.142 0.123 0.725
S -1.199 0.897 1.188
H -0.926 0.235 -1.869
H 0.085 -1.115 -2.618
H 1.001 -0.136 1.397
*
```

=====

(3)
A 2-piece molecular cluster, C2H6Cl2P overall, computed with the ωB97M-V functional and the def2-TZVPD basis.

As for the total energy: -36494.5985 eV. The calculation puts the LUMO energy (alpha / beta) at -4.8 / -9.2 eV.

The geometry in ORCA input format:
```
! wB97M-V def2-TZVPD RIJCOSX def2/J DEFGRID3
* xyz 1 1
C 3.173 0.686 -1.762
C -2.359 -0.686 1.577
P -0.652 -0.191 0.923
Cl -0.665 -1.065 -0.821
Cl -1.056 1.703 0.519
H 2.343 1.374 -1.840
H 3.019 -0.430 -1.745
H 4.136 1.147 -1.696
H -2.248 -1.709 1.596
H -2.947 -0.496 0.716
H -2.745 -0.334 2.533
*
```

=====

(4)
A 2-piece molecular cluster, C2H4INO overall, computed with the ωB97M-V functional and the def2-TZVPD basis.

As for the total energy: -13773.6798 eV. The calculation puts the LUMO energy at 0.0 eV.

The geometry in ORCA input format:
```
! wB97M-V def2-TZVPD RIJCOSX def2/J DEFGRID3
* xyz 0 1
C -0.499 0.507 -0.070
C 0.468 -0.708 -0.183
N -0.236 1.686 -0.108
O 1.759 -0.633 -0.327
I -2.719 -0.046 0.222
H 0.067 -1.490 -0.861
H -0.055 -1.653 1.189
H -1.010 2.378 -0.101
H 2.224 -0.041 0.240
*
```

=====

(5)
A 2-piece molecular cluster, C5H14N2 overall, computed with the ωB97M-V functional and the def2-TZVPD basis.

As for the total energy: -8386.3218 eV. The calculation puts the LUMO energy at -0.9 eV.

The geometry in ORCA input format:
```
! wB97M-V def2-TZVPD RIJCOSX def2/J DEFGRID3
* xyz 0 1
C 2.022 2.208 -0.836
C 0.534 1.926 -0.558
N 0.216 0.552 -0.896
C -1.010 0.150 -0.484
C -1.093 -1.404 -0.570
N 0.034 -2.021 0.120
C -0.188 -2.255 1.545
H 2.300 3.210 -0.540
H 2.208 1.888 -1.858
H 2.490 1.441 -0.221
H -0.116 2.604 -1.139
H 0.325 2.187 0.489
H -0.964 0.559 0.655
H -1.864 0.568 -1.025
H -1.846 -0.079 1.151
H -2.006 -1.782 -0.111
H -1.071 -1.637 -1.635
H 0.778 -1.352 0.023
H 0.274 -3.135 1.981
H 0.226 -1.398 2.095
H -1.249 -2.232 1.812
*
```

=====

(6)
C18H17F6N4O3PtSSb as an isolated structure, computed with the ωB97M-V functional and the def2-TZVPD basis.

As for the total energy: -67963.7037 eV. The calculation puts the LUMO energy (alpha / beta) at -3.2 / -6.9 eV.

The geometry in ORCA input format:
```
! wB97M-V def2-TZVPD RIJCOSX def2/J DEFGRID3
* xyz 1 4
Pt -0.286 0.111 0.991
C 5.030 -2.155 -4.088
C 4.422 -1.537 -2.863
C 3.349 -2.147 -2.218
C 2.806 -1.607 -1.067
C 3.363 -0.431 -0.569
C 4.444 0.205 -1.188
C 4.958 -0.358 -2.335
S 2.719 0.236 0.869
O 3.656 1.057 1.558
O 1.932 -0.765 1.568
N 1.374 1.205 0.407
C 1.234 2.521 0.714
C 2.239 3.493 0.658
C 1.880 4.792 0.987
C 0.579 5.056 1.372
C -0.358 4.000 1.432
N -0.044 2.772 1.103
H 4.367 -2.894 -4.534
H 5.964 -2.657 -3.827
H 5.264 -1.398 -4.836
H 2.943 -3.070 -2.612
H 1.997 -2.101 -0.546
H 4.884 1.093 -0.755
H 5.803 0.108 -2.826
H 3.245 3.228 0.368
H 2.613 5.587 0.948
H 0.269 6.058 1.634
H -1.375 4.179 1.760
N -7.215 -0.944 0.072
C -6.619 -0.112 0.957
O -7.207 0.508 1.815
C -5.111 -0.024 0.881
C -4.394 -0.123 -0.300
C -3.021 -0.009 -0.263
N -2.368 0.187 0.888
C -3.056 0.289 2.039
C -4.427 0.205 2.067
H -8.211 -1.069 0.149
H -6.694 -1.593 -0.488
H -4.880 -0.278 -1.254
H -2.415 -0.111 -1.152
H -2.475 0.413 2.942
H -4.971 0.300 2.996
F -0.884 -1.851 2.248
Sb -0.901 -3.293 0.953
F -1.484 -4.516 2.214
F 0.908 -3.552 1.309
F -2.655 -2.768 0.552
F -0.353 -1.806 -0.225
F -0.839 -4.436 -0.505
*
```

=====

(7)
A 2-piece molecular cluster, C14H20Cl2FN2O2S overall, computed with the ωB97M-V functional and the def2-TZVPD basis.

As for the total energy: -60506.7187 eV. The calculation puts the LUMO energy at -2.8 eV.

The geometry in ORCA input format:
```
! wB97M-V def2-TZVPD RIJCOSX def2/J DEFGRID3
* xyz 1 1
Cl 0.759 -10.253 6.423
C -0.625 -9.163 6.749
N -0.183 -7.762 6.985
C 0.719 -7.639 8.225
C 1.056 -6.192 8.436
N 0.378 -5.313 7.425
F 0.529 -0.459 8.646
C -1.102 -5.523 7.510
C -1.459 -6.962 7.242
C 0.850 -5.691 6.101
C 0.516 -7.133 5.779
H -1.282 -9.167 5.874
H -1.141 -9.511 7.651
H 0.147 -8.045 9.072
H 1.605 -8.255 8.028
H 0.750 -5.847 9.429
H 2.123 -6.012 8.305
H -1.435 -5.211 8.508
H -1.548 -4.874 6.756
H -2.079 -7.063 6.342
H -1.961 -7.419 8.103
H 0.376 -5.022 5.376
H 1.935 -5.534 6.084
H 1.405 -7.743 5.565
H -0.185 -7.205 4.932
Cl 2.782 -0.411 7.357
C 1.332 0.355 7.990
S 0.388 1.331 6.682
C -1.303 0.749 6.988
C -1.856 -0.443 6.483
C -3.114 -0.870 6.950
C -3.803 -0.112 7.899
C -3.183 0.985 8.490
C -1.930 1.396 8.046
O 0.443 2.654 7.284
O 0.891 1.148 5.338
H 1.607 1.085 8.743
H -1.267 -1.019 5.778
H -3.523 -1.819 6.584
H -4.788 -0.409 8.235
H -3.613 1.527 9.341
H -1.393 2.192 8.552
*
```

=====

(8)
A 2-piece molecular cluster, C5H14N overall, computed with the ωB97M-V functional and the def2-TZVPD basis.

As for the total energy: -6888.2679 eV. The calculation puts the LUMO energy at -10.1 eV.

The geometry in ORCA input format:
```
! wB97M-V def2-TZVPD RIJCOSX def2/J DEFGRID3
* xyz 1 1
C -0.683 -2.004 -0.561
C -0.081 -0.790 0.104
C 0.833 0.065 -0.814
C 1.047 1.463 -0.176
C -0.242 2.312 -0.304
N 0.567 -1.096 1.395
H -1.175 -1.777 -1.515
H 0.059 -2.747 -0.901
H -1.417 -2.451 0.123
H -0.943 -0.164 0.301
H 0.311 0.184 -1.762
H 1.801 -0.448 -0.892
H 1.848 1.965 -0.717
H 1.254 1.272 0.883
H 0.078 3.357 -0.316
H -0.897 2.162 0.547
H -0.878 2.068 -1.160
H -1.759 -0.713 2.137
H 0.436 -2.094 1.612
H -0.157 -0.566 2.017
*
```

=====

(9)
A 30-piece molecular cluster, H60O30 overall, computed with the ωB97M-V functional and the def2-TZVPD basis.

As for the total energy: -62401.9820 eV. The calculation puts the LUMO energy at -0.6 eV.

The geometry in ORCA input format:
```
! wB97M-V def2-TZVPD RIJCOSX def2/J DEFGRID3
* xyz 0 1
O 2.714 0.738 -5.698
H 2.364 1.443 -6.242
H 2.174 0.753 -4.908
O -1.086 3.514 0.656
H -1.476 4.102 1.303
H -0.339 3.122 1.108
O -4.953 -3.641 -0.174
H -4.389 -4.094 0.452
H -4.490 -2.827 -0.370
O 0.536 2.234 2.191
H 0.654 1.379 2.605
H 1.378 2.675 2.306
O 4.886 -0.132 3.742
H 4.682 -1.009 4.067
H 4.497 -0.103 2.868
O -4.080 3.560 0.273
H -3.581 2.811 -0.053
H -3.664 4.321 -0.133
O -4.050 -1.995 4.421
H -3.764 -1.517 3.643
H -4.963 -1.733 4.541
O 0.930 5.001 -1.031
H 0.113 5.470 -1.204
H 0.672 4.272 -0.467
O -4.525 -0.938 -0.680
H -3.758 -0.417 -0.441
H -5.052 -0.354 -1.225
O 3.256 -0.249 1.456
H 3.709 -0.060 0.634
H 2.990 -1.166 1.378
O -2.367 -0.277 2.496
H -3.090 0.319 2.299
H -1.878 0.161 3.193
O -2.756 1.049 -0.533
H -2.272 1.716 -1.020
H -2.105 0.377 -0.334
O 5.298 0.998 -0.653
H 4.976 0.772 -1.525
H 5.817 1.791 -0.786
O 2.231 0.559 -1.339
H 2.430 1.458 -1.076
H 2.916 0.337 -1.970
O -0.855 -4.991 -3.340
H -0.288 -4.330 -2.944
H -1.618 -5.030 -2.763
O 1.950 -2.654 1.875
H 1.258 -3.290 1.690
H 2.678 -2.922 1.314
O 0.383 -0.562 3.241
H 1.006 -1.092 2.744
H -0.250 -1.193 3.583
O -0.871 1.565 5.322
H -1.084 0.729 5.737
H -0.246 1.340 4.634
O -0.193 -2.823 -1.179
H 0.663 -2.593 -1.541
H -0.417 -2.087 -0.609
O 3.102 3.073 -0.455
H 2.960 3.971 -0.755
H 3.578 3.169 0.370
O 0.394 0.532 -4.001
H 0.108 1.124 -3.306
H -0.262 -0.165 -4.008
O 2.367 -2.422 -1.909
H 2.305 -1.497 -1.673
H 3.191 -2.493 -2.391
O 4.333 -2.843 4.061
H 4.731 -3.690 3.858
H 3.870 -2.597 3.260
O -0.203 -4.435 0.913
H -0.319 -3.740 0.265
H -0.372 -5.244 0.431
O 4.499 -0.354 -3.211
H 4.421 -1.171 -3.703
H 4.954 0.242 -3.806
O -0.111 -0.502 0.054
H 0.545 0.035 -0.390
H 0.082 -0.394 0.986
O -4.318 1.398 2.284
H -5.229 1.170 2.098
H -4.134 2.140 1.708
O -1.851 -1.609 -2.887
H -1.341 -2.246 -2.387
H -2.606 -1.417 -2.330
O -4.252 1.706 -3.010
H -4.929 2.108 -2.466
H -3.597 1.393 -2.385
O -1.853 3.247 -2.101
H -1.138 3.669 -1.625
H -1.625 3.359 -3.024
*
```

=====

(10)
C21H42BrINO6 as an isolated structure, computed with the ωB97M-V functional and the def2-TZVPD basis.

As for the total energy: -114375.8268 eV. The calculation puts the LUMO energy at 2.4 eV.

The geometry in ORCA input format:
```
! wB97M-V def2-TZVPD RIJCOSX def2/J DEFGRID3
* xyz -1 1
C 0.981 -0.125 1.808
C -0.349 0.554 1.343
Br -0.140 2.534 1.280
C -1.521 0.214 2.312
N -2.835 0.370 1.739
I -3.175 -1.126 0.356
H 1.360 -0.764 0.998
H 0.860 -0.679 2.742
H 1.759 0.636 1.952
H -0.555 0.253 0.315
H -1.463 0.952 3.136
H -1.343 -0.775 2.798
C -3.777 1.621 -3.243
C -2.835 1.845 -2.087
O -1.704 1.417 -2.115
C -3.366 2.621 -0.912
H -3.269 1.050 -4.019
H -4.650 1.059 -2.904
H -4.093 2.580 -3.658
H -4.224 2.101 -0.480
H -3.659 3.624 -1.234
H -2.596 2.699 -0.150
C -5.116 -2.505 -3.849
C -4.447 -3.466 -2.900
O -3.515 -3.123 -2.219
C -4.994 -4.870 -2.835
H -4.621 -1.537 -3.788
H -5.040 -2.878 -4.873
H -6.166 -2.382 -3.577
H -4.913 -5.347 -3.814
H -6.039 -4.849 -2.520
H -4.420 -5.447 -2.113
C 1.605 -1.754 -1.658
C 2.795 -2.569 -1.229
O 3.671 -2.093 -0.541
C 2.854 -4.004 -1.686
H 1.692 -0.745 -1.258
H 1.564 -1.700 -2.747
H 0.686 -2.203 -1.277
H 2.867 -4.046 -2.777
H 1.989 -4.550 -1.307
H 3.761 -4.469 -1.305
C 5.638 0.524 2.481
C 4.577 0.848 3.497
O 3.712 1.651 3.252
C 4.630 0.123 4.817
H 5.470 1.118 1.585
H 6.626 0.761 2.880
H 5.584 -0.534 2.215
H 5.570 0.345 5.327
H 4.542 -0.952 4.655
H 3.803 0.454 5.443
C 6.943 1.183 -1.894
C 7.650 0.158 -1.047
O 8.675 0.425 -0.461
C 7.028 -1.211 -0.957
H 7.497 2.119 -1.866
H 6.886 0.837 -2.928
H 5.937 1.357 -1.507
H 6.974 -1.661 -1.950
H 6.027 -1.138 -0.528
H 7.639 -1.845 -0.317
C -6.541 4.517 2.501
C -5.629 3.397 2.062
O -5.868 2.734 1.084
C -4.399 3.128 2.887
H -7.382 4.592 1.812
H -6.924 4.315 3.503
H -5.997 5.463 2.498
H -4.687 2.863 3.907
H -3.758 4.012 2.901
H -3.845 2.292 2.446
*
```

=====

(11)
A 2-piece molecular cluster, C5H15N2S overall, computed with the ωB97M-V functional and the def2-TZVPD basis.

As for the total energy: -19244.1257 eV. The calculation puts the LUMO energy at 3.7 eV.

The geometry in ORCA input format:
```
! wB97M-V def2-TZVPD RIJCOSX def2/J DEFGRID3
* xyz -1 1
C 0.708 -1.325 1.902
C 1.138 -2.511 1.032
S 0.088 -2.741 -0.453
N -0.697 -1.401 2.320
H 0.835 -0.406 1.327
H 1.338 -1.288 2.799
H 1.084 -3.408 1.663
H 2.177 -2.387 0.725
H -0.789 -1.930 3.182
H -1.171 -1.958 1.605
C -1.516 0.951 -0.698
N -0.168 1.524 -0.747
C 0.684 0.646 -1.565
C -0.217 2.847 -1.335
H -1.470 0.013 -0.152
H -1.922 0.747 -1.705
H -2.170 1.675 -0.204
H 1.704 1.028 -1.460
H 0.636 -0.383 -1.176
H 0.391 0.697 -2.626
H 0.773 3.301 -1.277
H -0.900 3.481 -0.764
H -0.534 2.826 -2.394
*
```